1.
Entry from OMol25: C4H9NS in the gas phase (ωB97M-V with the def2-TZVPD basis set).

Structure (XYZ):
```
15
Properties=species:S:1:pos:R:3:forces:R:3:mulliken_charge:R:1
C 2.27890 -1.29475 1.49042 -2.00 1.94 0.45 -0.8421
C -0.58376 0.56859 -0.39785 -1.76 -0.90 -1.09 0.8948
C -0.74070 0.11908 -1.82239 0.06 0.60 -0.87 -1.2838
C -1.73909 1.19204 0.29825 -1.51 0.65 -1.60 -1.1371
H 1.59075 -1.98409 1.97035 -0.03 0.02 0.00 0.2531
H 3.19909 -1.73543 1.32548 1.83 -1.05 -0.60 0.3698
H 2.45755 -0.40437 2.09942 -0.15 -0.27 0.23 0.2689
H -1.67808 0.48289 -2.29816 0.79 0.10 0.32 0.2964
H 0.15707 0.43660 -2.38585 -0.56 -0.02 -0.06 0.3495
H -0.77774 -0.96326 -1.93126 0.16 -0.24 0.40 0.3426
H -1.39545 1.42973 1.25674 0.10 0.51 1.54 0.3709
H -2.15072 2.08802 -0.21688 0.50 -0.32 0.26 0.3038
H -2.61909 0.52090 0.34695 0.57 -0.04 0.03 0.2477
N 0.34661 0.22986 0.35685 1.52 -0.26 1.99 -0.3941
S 1.65466 -0.68580 -0.09206 0.49 -0.72 -1.01 -0.0405
```
Forces are in eV/Å.

For the energy relative to the best compared isomer or geometry (same formula, charge and spin), the calculation gives 22.9 kcal/mol. The calculation puts the gap between HOMO and LUMO at 9.25 eV. For the highest occupied orbital energy, the calculation gives -8.16 eV. The largest force on an atom comes out at 2.82 eV/A. The spin multiplicity is 1. The charge is 0.

2.
Entry from OMol25: 2 unconnected molecules or ions with the total composition C4H9NS (ωB97M-V with the def2-TZVPD basis set).

Structure (XYZ):
```
15
Properties=species:S:1:pos:R:3:forces:R:3:mulliken_charge:R:1
C 2.87183 0.18334 0.23290 1.86 -0.87 -0.59 -0.7711
C -0.10383 -0.19136 0.25948 0.16 -0.74 -1.46 -0.2682
C -0.69683 0.95433 -0.42603 -0.55 -0.15 -1.63 -0.6075
C -1.45866 -0.56702 -0.39264 5.07 1.78 -3.22 -0.1385
H 2.99857 1.00270 -0.77850 -0.08 -2.21 3.86 0.2289
H 2.87530 0.52608 1.40198 -0.70 -0.17 -3.25 0.2824
H 3.88976 -0.59195 0.33739 -3.03 2.20 -0.99 0.2647
H -0.12508 -0.11013 1.29783 -0.07 -0.15 1.72 0.3953
H -1.22268 1.60910 0.25894 -0.03 0.19 -0.31 0.3180
H -0.26952 1.43404 -1.38132 -0.71 -1.16 1.61 0.2204
H -1.34853 -1.01828 -1.48946 -0.25 0.54 2.62 0.2350
H -2.87547 -1.30794 1.35790 0.72 2.61 -4.91 0.2682
H -3.30831 -0.43877 -0.59716 0.40 -0.77 3.24 0.2703
N -2.63698 -0.49716 0.26827 -3.81 -1.94 2.37 -0.6007
S 1.41042 -0.98699 -0.34957 1.01 0.84 0.96 -0.0971
```
Forces are in eV/Å.

For the energy relative to the best compared isomer or geometry (same formula, charge and spin), the calculation gives 134.9 kcal/mol. The calculation puts the gap between HOMO and LUMO at 8.73 eV. For the highest occupied orbital energy, the calculation gives -7.99 eV. The largest force on an atom comes out at 6.26 eV/A. The spin multiplicity is 1. The charge is 0.

3.
Entry from OMol25: a molecular structure, C4H9NS2 (ωB97M-V with the def2-TZVPD basis set).

Structure (XYZ):
```
16
Properties=species:S:1:pos:R:3:forces:R:3:mulliken_charge:R:1
C -0.43276 1.99846 0.09833 -1.23 0.73 0.96 -0.7123
C -1.10440 -0.98777 -0.29059 1.59 3.21 -0.85 -0.2452
C 0.38979 -1.08475 -0.25542 -1.62 -3.20 0.50 0.3257
C 0.58329 -0.69024 1.18615 1.35 0.59 3.50 -0.8248
H 0.58928 2.13126 -0.59049 -3.10 -0.44 2.17 0.2494
H -1.28773 2.88170 0.09100 2.72 -1.69 -0.19 0.2876
H -0.33868 1.67546 1.25142 0.85 1.80 -2.70 0.2537
H 0.58527 -2.21198 -0.47691 0.12 1.65 0.85 0.3238
H -0.48804 0.30864 1.70445 3.59 -3.73 -1.26 0.1630
H 1.85083 -0.04140 1.19505 -4.05 -2.24 0.70 0.2304
H 0.38024 -1.79397 1.80288 1.12 3.63 -1.18 0.2770
H 2.00356 -0.43935 -1.53067 -3.73 0.31 1.15 0.2497
H 0.16210 -0.09388 -2.21802 3.51 -0.79 4.14 0.3041
N 0.94228 -0.22661 -1.17925 1.46 2.13 -6.92 -0.5958
S -1.67989 0.68391 -0.34145 -0.44 0.70 -0.82 -0.0043
S -2.15515 -2.10948 -0.44649 -2.13 -2.65 -0.07 -0.2819
```
Forces are in eV/Å.

For the energy relative to the best compared isomer or geometry (same formula, charge and spin), the calculation gives 176.5 kcal/mol. The calculation puts the gap between HOMO and LUMO at 8.73 eV. For the highest occupied orbital energy, the calculation gives -8.64 eV. The largest force on an atom comes out at 7.38 eV/A. The spin multiplicity is 1. The charge is 0.

4.
Entry from OMol25: C4H9NS2 in the gas phase (ωB97M-V with the def2-TZVPD basis set).

Structure (XYZ):
```
16
Properties=species:S:1:pos:R:3:forces:R:3:mulliken_charge:R:1
C -0.40798 0.86739 1.20905 -0.33 0.27 -0.08 -1.4074
C -0.47548 0.23232 -0.16842 1.36 -0.12 1.32 1.0933
C 0.28009 -1.09393 -0.32749 -0.14 0.16 -0.59 -0.6233
C 0.71825 0.16304 -1.07546 -0.14 -0.83 -0.30 -0.5149
H -0.90439 0.21096 1.93235 0.44 -0.16 0.04 0.3307
H -1.05732 1.73749 1.22565 0.13 0.35 -0.26 0.4439
H 0.58973 1.17291 1.52838 -0.10 -0.28 0.06 0.3058
H -1.66695 1.00727 -1.56755 -0.34 -0.38 0.50 0.2918
H -2.11876 -0.49447 -1.09360 -0.21 -0.32 -0.14 0.2688
H -0.24754 -1.81027 -0.95649 0.27 -0.05 0.15 0.3660
H 0.36468 -1.87375 1.80926 0.11 -0.15 0.36 0.1179
H 0.49664 0.05453 -2.13384 -0.14 0.32 0.06 0.3177
H 2.50608 0.38121 0.34838 0.17 0.21 -0.25 0.0842
N -1.75440 0.37870 -0.75804 -0.56 0.51 -1.09 -0.6979
S 1.35930 -1.81924 0.92080 -0.74 0.30 -0.37 -0.1968
S 2.31804 0.88586 -0.89299 0.21 0.16 0.58 -0.1797
```
Forces are in eV/Å.

For the energy relative to the best compared isomer or geometry (same formula, charge and spin), the calculation gives 31.0 kcal/mol. The calculation puts the gap between HOMO and LUMO at 9.39 eV. For the highest occupied orbital energy, the calculation gives -8.68 eV. The largest force on an atom comes out at 1.90 eV/A. The spin multiplicity is 1. The charge is 0.

5.
Entry from OMol25: C4H9NS3 in the gas phase (ωB97M-V with the def2-TZVPD basis set).

Structure (XYZ):
```
17
Properties=species:S:1:pos:R:3:forces:R:3:mulliken_charge:R:1
C 1.11429 2.88387 0.27355 0.27 1.54 1.20 -0.7301
C -0.97719 -0.28146 0.12425 -1.66 0.47 -0.54 0.2718
C 0.03082 -1.21509 0.70113 0.64 -0.80 1.40 -0.1197
C 0.94821 -0.42643 1.70057 0.19 -1.15 1.35 -1.3210
H 1.95309 3.51769 -0.12135 -0.59 -0.63 0.34 0.3142
H 1.37530 2.59846 1.35247 -0.47 0.26 -1.54 0.2369
H 0.20690 3.58411 0.27983 1.11 -1.28 -0.14 0.2608
H -1.45026 1.44114 -0.61669 -0.14 0.71 -0.63 0.2193
H -0.54238 -2.05444 1.22637 0.92 1.27 -0.84 0.3624
H 0.41961 0.27303 2.38196 -0.07 -0.54 -0.59 0.3388
H 1.60139 -1.06539 2.36538 -1.07 0.13 -0.73 0.3563
H 1.66850 0.12844 1.15552 0.48 0.68 -0.56 0.3648
H 0.05291 -2.55005 -1.28034 1.46 0.57 0.71 0.1683
N -0.62377 0.93893 -0.36465 1.67 -1.11 0.35 -0.2452
S 1.00336 1.48817 -0.84079 -2.00 0.06 0.31 0.0306
S -2.63826 -0.64513 0.12253 1.54 0.12 0.14 -0.3200
S 1.15894 -1.98121 -0.59346 -2.29 -0.30 -0.23 -0.1881
```
Forces are in eV/Å.

For the energy relative to the best compared isomer or geometry (same formula, charge and spin), the calculation gives 18.3 kcal/mol. The calculation puts the gap between HOMO and LUMO at 8.63 eV. For the highest occupied orbital energy, the calculation gives -8.51 eV. The largest force on an atom comes out at 2.32 eV/A. The spin multiplicity is 1. The charge is 0.

6.
Entry from OMol25: 2 unconnected molecules or ions with the total composition C4H9NSi (ωB97M-V with the def2-TZVPD basis set).

Structure (XYZ):
```
15
Properties=species:S:1:pos:R:3:forces:R:3:mulliken_charge:R:1
C -3.07267 -0.87153 0.12069 5.22 1.96 0.54 0.4998
C -1.93630 -0.43461 0.18901 -0.68 -0.10 0.25 -1.0400
C 0.02330 1.36263 -1.43861 1.76 -1.92 1.72 -1.0716
C 1.94597 -1.95310 0.34616 -0.87 0.61 -1.08 -0.9561
N 0.01162 1.36214 1.46526 3.07 1.35 -3.38 -0.3873
Si -0.22887 0.30755 0.17719 0.78 -0.73 -1.11 0.2535
H -3.95175 -1.22739 -0.13798 -3.81 -1.53 -0.70 0.5158
H -0.74856 1.09611 -2.08355 -1.22 -0.31 -1.38 0.3155
H 0.07662 2.40004 -1.26893 -0.37 1.31 0.53 0.3616
H 1.00150 1.10477 -1.84803 -0.16 -0.23 -0.31 0.3034
H 1.74198 -2.82283 0.99166 -0.09 0.75 -0.20 0.2469
H 1.80415 -2.15099 -0.72587 -0.09 -0.12 0.50 0.2762
H 2.90132 -1.44698 0.48141 -0.29 0.07 0.40 0.2774
H -0.43621 1.30995 2.28005 -1.84 -0.19 3.98 0.2101
H 0.86790 1.96424 1.45154 -1.40 -0.92 0.24 0.1947
```
Forces are in eV/Å.

For the energy relative to the best compared isomer or geometry (same formula, charge and spin), the calculation gives 112.0 kcal/mol. The calculation puts the gap between HOMO and LUMO (alpha / beta) at 8.09 / 7.28 eV. For the highest occupied orbital energy (alpha / beta), the calculation gives -8.00 / -7.06 eV. The largest force on an atom comes out at 5.61 eV/A. The spin multiplicity is 1. The charge is 0.